*w*
The following is a quantum chemistry calculation of a 2-piece molecular cluster, C3H10NOP overall, from the OMol25 dataset.

Last column: natural (NBO) charge in e.
CARTESIAN COORDINATES (ANGSTROEM)
C (1.167, -1.408, -1.028)  -0.6035
C (-1.399, 1.940, -1.224)  -0.5545
C (0.965, -1.226, 0.538)  -0.7120
N (-0.366, 0.405, 2.471)  -1.1843
O (1.743, 1.238, 1.414)  -1.0524
P (0.507, 0.526, 0.997)  1.6801
H (0.330, -0.899, -1.628)  0.2180
H (2.117, -0.778, -1.250)  0.2129
H (1.359, -2.377, -1.172)  0.2065
H (-0.926, 1.761, -2.126)  0.1670
H (-2.440, 1.560, -1.042)  0.1761
H (-0.998, 2.684, -0.484)  0.1872
H (1.771, -1.381, 1.134)  0.2318
H (0.028, -1.815, 0.898)  0.2197
H (0.088, 1.054, 3.107)  0.4104
H (-1.357, 0.285, 2.577)  0.3968

Computed properties:
E_LUMO (alpha / beta) = -0.873 / 0.026 eV


*x*
The following is a quantum chemistry calculation of a 2-piece molecular cluster, C3H10NOP overall, from the OMol25 dataset.

Last column: natural (NBO) charge in e.
CARTESIAN COORDINATES (ANGSTROEM)
C (-0.922, 1.088, 1.219)  -0.4813
C (-0.520, -2.012, 0.442)  -0.4471
C (0.452, 0.398, -1.667)  -1.0601
N (0.310, 0.476, 1.238)  -0.6233
O (2.389, -0.470, 0.098)  -1.0913
P (1.299, 0.475, -0.062)  1.8784
H (-0.974, 1.849, 1.992)  0.2336
H (-1.364, 1.333, 0.265)  0.1801
H (-1.734, 0.292, 1.571)  0.2262
H (-0.993, -1.382, -0.294)  0.1687
H (0.413, -2.516, 0.178)  0.1953
H (-0.931, -2.408, 1.336)  0.1810
H (0.544, -0.551, -2.103)  0.2557
H (-0.661, 0.442, -1.714)  0.2407
H (0.921, 1.103, -2.451)  0.2639
H (1.771, 1.881, -0.047)  -0.1204

Computed properties:
E_LUMO (alpha / beta) = -1.494 / -0.222 eV


From most stable to least stable, the computed energies give *w*, *x*.


*w*
The following is a quantum chemistry calculation of a 2-piece molecular cluster, CH3IO2S2 overall, from the OMol25 dataset.

Last column: natural (NBO) charge in e.
CARTESIAN COORDINATES (ANGSTROEM)
C (0.562, -1.534, 0.817)  -0.5631
O (-1.826, 0.753, -2.190)  -0.7810
O (0.064, 1.652, 1.200)  -0.9007
S (-1.869, 1.768, -1.160)  0.7733
S (-0.140, 0.793, 0.084)  0.9850
I (1.684, 1.352, -1.565)  -0.0941
H (-0.448, -1.740, 0.573)  0.1762
H (1.430, -2.035, 0.396)  0.2087
H (0.542, -1.010, 1.845)  0.1956

Computed properties:
E_LUMO (alpha / beta) = -1.650 / -1.806 eV


*x*
The following is a quantum chemistry calculation of a 2-piece molecular cluster, CH3IO2S2 overall, from the OMol25 dataset.

Last column: natural (NBO) charge in e.
CARTESIAN COORDINATES (ANGSTROEM)
C (-0.055, -1.870, -1.409)  0.2907
O (-3.475, 2.217, -1.136)  -0.8857
O (-0.116, -0.684, -1.233)  -0.5335
S (-1.163, 2.125, 0.793)  -0.2171
S (-2.329, 1.411, -0.877)  1.0679
I (-3.035, -0.664, 0.245)  -0.1303
H (-0.272, 1.163, 0.433)  0.1641
H (-0.084, -2.491, -0.519)  0.1243
H (0.308, -2.345, -2.431)  0.1196

Computed properties:
E_LUMO = -0.792 eV


From most stable to least stable, the computed energies give *x*, *w*.


*w*
The following is a quantum chemistry calculation of a 10-piece molecular cluster, C5H30NO10 overall, from the OMol25 dataset.

Last column: Löwdin spin population.
CARTESIAN COORDINATES (ANGSTROEM)
C (1.314, -2.752, 1.090)  0.0451
N (0.665, -1.593, 0.528)  0.3282
C (-2.465, -2.453, 2.368)  0.0192
C (-1.434, -1.402, 1.939)  0.0794
C (-0.739, -1.495, 0.525)  0.1267
C (-1.105, -0.077, -0.224)  0.0838
O (-0.297, 0.973, 0.064)  0.2236
H (1.104, -2.886, 2.183)  0.0225
H (2.375, -2.745, 0.859)  0.0001
H (0.850, -3.680, 0.778)  0.0058
H (1.119, -0.755, 0.875)  0.0056
H (-1.909, -3.379, 2.457)  -0.0002
H (-2.825, -1.988, 3.285)  0.0062
H (-3.172, -2.702, 1.600)  0.0006
H (-1.690, -0.324, 2.065)  -0.0010
H (-0.587, -1.374, 2.703)  0.0015
H (-1.087, -2.328, -0.120)  0.0023
H (-0.992, -0.301, -1.265)  0.0234
H (-2.146, 0.168, -0.071)  0.0003
H (1.530, -0.787, -2.733)  0.0003
H (1.623, -2.302, -2.638)  0.0002
O (1.887, -1.560, -3.186)  0.0015
H (-0.757, 1.516, 1.634)  0.0004
H (-1.414, 2.708, 2.013)  0.0000
O (-1.235, 1.861, 2.446)  0.0044
H (-1.037, 1.276, -2.791)  -0.0002
H (-2.473, 1.675, -3.118)  0.0000
O (-1.936, 0.877, -3.118)  0.0076
H (-1.342, 3.898, -0.076)  0.0000
H (-1.679, 2.570, -0.621)  -0.0003
O (-1.869, 3.491, -0.789)  0.0009
H (1.361, 1.015, -0.252)  -0.0007
H (2.916, 0.478, -0.155)  0.0000
O (2.311, 1.141, -0.495)  0.0008
H (1.234, 1.773, 1.747)  -0.0002
H (2.435, 2.027, 1.111)  0.0000
O (2.113, 2.076, 2.048)  -0.0001
H (-0.864, -1.552, -3.835)  0.0000
H (-1.390, -1.624, -2.360)  0.0002
O (-0.966, -2.112, -3.062)  0.0031
H (-0.046, 1.611, -1.533)  0.0017
H (1.195, 1.365, -2.462)  0.0000
O (0.336, 1.789, -2.415)  0.0077
H (3.027, 0.831, 3.049)  0.0000
H (2.319, -0.445, 2.539)  -0.0003
O (2.858, -0.109, 3.241)  -0.0003

Computed properties:
<S²> = 0.76
2S+1 = 2
E_LUMO (alpha / beta) = 0.005 / -4.647 eV


*x*
The following is a quantum chemistry calculation of a 10-piece molecular cluster, C5H30NO10 overall, from the OMol25 dataset.

Last column: Löwdin spin population.
CARTESIAN COORDINATES (ANGSTROEM)
O (0.237, -1.618, 0.970)  0.3215
C (0.097, -0.554, 0.266)  0.3962
C (1.144, 0.154, -0.568)  0.0832
C (2.605, -0.117, -0.243)  0.0087
C (3.590, 0.571, -1.177)  0.0035
C (2.870, 0.221, 1.232)  0.0086
N (0.705, 1.582, -0.536)  0.0418
H (-0.894, -0.120, 0.270)  0.0320
H (0.933, -0.189, -1.598)  0.0234
H (2.759, -1.193, -0.302)  0.0003
H (4.582, 0.209, -0.906)  0.0001
H (3.560, 1.658, -1.124)  0.0013
H (3.538, 0.104, -2.163)  0.0015
H (2.218, -0.252, 1.961)  0.0027
H (3.014, 1.278, 1.484)  0.0021
H (3.874, -0.175, 1.456)  0.0004
H (0.305, 1.836, 0.379)  0.0196
H (1.500, 2.192, -0.701)  0.0049
H (0.026, 1.927, -1.231)  0.0024
H (1.523, 1.895, -4.014)  0.0012
H (0.385, 2.755, -3.264)  0.0009
O (1.175, 2.214, -3.177)  0.0064
H (-3.079, -2.889, 2.523)  0.0000
H (-1.699, -3.406, 2.124)  0.0002
O (-2.224, -2.598, 2.169)  -0.0004
H (-1.752, 3.841, 1.227)  0.0011
H (-2.281, 2.720, 0.411)  0.0006
O (-1.788, 3.555, 0.306)  0.0070
H (-2.869, -0.450, 0.100)  0.0005
H (-3.145, 0.566, 1.220)  0.0004
O (-3.094, 0.470, 0.261)  0.0027
H (-0.283, -3.047, -0.984)  0.0006
H (1.100, -2.586, -0.748)  -0.0004
O (0.585, -3.067, -1.408)  0.0040
H (-1.773, -0.172, 3.627)  0.0001
H (-2.715, 1.032, 3.751)  0.0003
O (-1.903, 0.736, 3.328)  0.0068
H (-2.079, 2.917, -1.675)  0.0004
H (-2.251, 1.548, -2.424)  0.0002
O (-1.629, 2.114, -1.958)  0.0028
H (1.919, -3.958, 2.911)  0.0002
H (1.775, -2.648, 2.042)  -0.0001
O (1.568, -3.065, 2.888)  0.0009
H (-2.497, -1.289, -1.908)  0.0004
H (-1.846, -1.221, -3.254)  0.0007
O (-1.787, -0.831, -2.373)  0.0082

Computed properties:
<S²> = 0.75
2S+1 = 2
E_LUMO (alpha / beta) = 0.178 / 0.124 eV


From most stable to least stable, the computed energies give *x*, *w*.


*w*
The following is a quantum chemistry calculation of C34H39BeN5O3P2S as an isolated structure, from the OMol25 dataset.

Last column: Mulliken charge in e.
CARTESIAN COORDINATES (ANGSTROEM)
Be (-0.269, 0.427, -1.376)  -0.0375
C (-1.999, 0.982, -6.028)  -0.7135
C (-1.622, -0.302, -5.948)  -0.4982
C (-0.533, -0.944, -6.772)  -1.1263
C (0.794, -0.159, -6.904)  -1.1435
C (1.253, 0.574, -5.680)  0.3948
C (0.685, 1.631, -5.081)  -0.0646
C (-0.155, 2.651, -5.768)  -1.1367
C (-1.265, 2.097, -6.680)  -0.9691
C (0.169, 1.985, -0.620)  -2.0888
H (-3.020, 1.256, -5.766)  0.6952
H (-2.327, -1.026, -5.514)  1.3180
H (-0.892, -1.097, -7.810)  0.4091
H (-0.312, -1.939, -6.345)  0.3522
H (1.568, -0.919, -7.114)  0.4133
H (0.753, 0.477, -7.800)  0.4773
H (2.260, 0.241, -5.384)  0.2987
H (1.017, 1.949, -4.095)  0.1933
H (0.481, 3.323, -6.371)  0.4455
H (-0.618, 3.270, -4.990)  0.2816
H (-1.997, 2.914, -6.824)  0.4431
H (-0.838, 1.790, -7.650)  0.3593
H (-0.638, 2.310, 0.055)  0.4366
H (0.444, 2.846, -1.245)  0.5925
H (1.002, 1.710, 0.038)  0.4742
P (1.504, -0.680, -2.116)  0.3350
P (-1.930, -0.450, -2.503)  1.0831
N (2.817, 0.244, -2.835)  1.3223
N (2.572, -1.777, -1.244)  0.7077
N (-2.777, 0.932, -3.123)  0.7582
N (-3.238, -1.543, -2.018)  0.6389
C (0.679, -1.759, -3.334)  -0.9148
C (-0.879, -1.770, -3.336)  -1.5303
C (2.852, 1.647, -2.752)  -0.8363
C (3.990, 2.120, -3.382)  -0.9148
C (4.702, 0.982, -3.877)  -0.6619
C (3.963, -0.148, -3.537)  -0.8248
C (3.648, -1.333, -0.451)  -0.7037
C (4.481, -2.406, -0.183)  -0.6471
C (3.907, -3.564, -0.807)  -0.6801
C (2.741, -3.155, -1.435)  -0.4582
C (-2.191, 2.216, -2.949)  -0.3282
C (-3.119, 3.181, -3.317)  -0.9140
C (-4.302, 2.510, -3.770)  -0.7973
C (-4.053, 1.144, -3.675)  -0.5559
C (-4.633, -1.594, -2.186)  -0.1302
C (-5.135, -2.751, -1.600)  -0.8677
C (-4.024, -3.469, -1.050)  -0.7020
C (-2.892, -2.726, -1.327)  -0.9085
H (1.000, -2.793, -3.156)  0.7523
H (1.060, -1.491, -4.327)  -0.1255
H (-1.230, -1.843, -4.365)  0.6959
H (-1.193, -2.694, -2.837)  0.6604
H (2.046, 2.170, -2.277)  0.4530
H (4.276, 3.156, -3.478)  0.4799
H (5.646, 1.004, -4.401)  0.4555
H (4.151, -1.183, -3.735)  0.4719
H (3.707, -0.298, -0.149)  0.4707
H (5.417, -2.372, 0.357)  0.4463
H (4.310, -4.564, -0.830)  0.4578
H (2.016, -3.737, -1.977)  0.4610
H (-1.237, 2.314, -2.445)  0.2410
H (-2.951, 4.252, -3.293)  0.4860
H (-5.198, 2.986, -4.150)  0.4194
H (-4.664, 0.336, -4.045)  0.4706
H (-5.163, -0.836, -2.733)  0.3182
H (-6.169, -3.070, -1.562)  0.4108
H (-4.072, -4.401, -0.491)  0.4869
H (-1.867, -2.962, -1.100)  0.6136
O (-0.842, 1.889, 3.655)  -0.6473
S (-0.165, 0.640, 3.398)  1.1037
O (0.939, 0.262, 4.239)  -0.6598
N (0.155, 0.421, 1.745)  -0.3411
C (-0.617, -0.445, 1.129)  0.1310
O (-0.575, -0.614, -0.181)  0.2191
C (-1.500, -1.191, 2.072)  -0.0283
C (-2.472, -2.176, 1.877)  0.4108
C (-3.257, -2.621, 2.945)  -0.7179
C (-3.040, -2.120, 4.242)  -0.4540
C (-2.061, -1.128, 4.445)  -0.6848
C (-1.340, -0.675, 3.346)  -0.0071
H (-2.584, -2.553, 0.868)  0.0773
H (-4.038, -3.365, 2.770)  0.4046
H (-3.641, -2.487, 5.075)  0.3733
H (-1.833, -0.706, 5.421)  0.4189

Computed properties:
E_LUMO = -0.352 eV


*x*
The following is a quantum chemistry calculation of C34H39BeN5O3P2S as an isolated structure, from the OMol25 dataset.

Last column: Mulliken charge in e.
CARTESIAN COORDINATES (ANGSTROEM)
Be (1.390, 0.294, -0.105)  -1.8965
C (-4.254, 2.211, 2.410)  -0.4244
C (-3.362, 1.282, 2.783)  -0.8619
C (-2.926, 0.114, 1.925)  0.0031
C (-2.729, 0.511, 0.446)  1.0127
C (-3.749, -0.106, -0.450)  -0.4292
C (-5.073, 0.014, -0.248)  -0.7700
C (-5.688, 0.846, 0.833)  -0.7788
C (-4.965, 2.205, 1.097)  -0.6894
C (2.497, 1.459, -1.284)  -2.1506
H (-4.508, 3.030, 3.088)  0.4387
H (-2.923, 1.290, 3.793)  0.4160
H (-3.615, -0.751, 1.988)  0.5891
H (-1.963, -0.250, 2.320)  0.0487
H (-2.751, 1.602, 0.376)  -0.5379
H (-1.701, 0.290, 0.120)  -0.3520
H (-3.340, -0.650, -1.297)  0.5435
H (-5.788, -0.495, -0.900)  0.4016
H (-5.735, 0.272, 1.776)  0.3466
H (-6.732, 1.089, 0.571)  0.4051
H (-4.266, 2.410, 0.277)  0.2441
H (-5.697, 3.029, 1.060)  0.5070
H (1.944, 2.394, -1.068)  0.3317
H (2.677, 1.590, -2.364)  0.8852
H (3.464, 1.436, -0.756)  0.4090
P (1.836, -0.650, -1.888)  2.6825
P (1.427, -1.464, 1.123)  1.1080
N (0.542, -0.666, -3.049)  0.6910
N (3.195, -0.813, -3.158)  0.3901
N (0.163, -2.819, 1.148)  0.8177
N (1.935, -1.835, 2.763)  0.5440
C (1.985, -2.413, -1.336)  -1.5010
C (2.609, -2.422, 0.076)  -1.6457
C (0.271, 0.441, -3.874)  -0.5408
C (-0.349, 0.002, -5.033)  -0.7280
C (-0.496, -1.424, -4.930)  -0.7715
C (0.055, -1.804, -3.713)  -0.6895
C (4.397, -0.114, -3.169)  -0.4596
C (5.333, -0.826, -3.905)  -0.6864
C (4.686, -2.002, -4.393)  -0.7832
C (3.369, -1.950, -3.959)  -0.3937
C (-1.174, -2.736, 0.745)  -1.2545
C (-1.667, -4.015, 0.531)  -0.7925
C (-0.608, -4.932, 0.818)  -1.0524
C (0.470, -4.179, 1.244)  -0.4012
C (1.198, -2.454, 3.789)  -0.4716
C (2.077, -3.001, 4.717)  -0.5623
C (3.411, -2.683, 4.283)  -0.6955
C (3.297, -1.959, 3.103)  -0.4240
H (2.582, -3.058, -1.997)  0.7382
H (0.962, -2.818, -1.307)  0.2621
H (2.768, -3.446, 0.456)  0.5195
H (3.573, -1.882, 0.118)  0.7852
H (0.498, 1.435, -3.518)  0.3450
H (-0.640, 0.625, -5.876)  0.4414
H (-0.925, -2.086, -5.679)  0.4474
H (0.102, -2.773, -3.239)  0.5484
H (4.472, 0.830, -2.661)  0.4147
H (6.360, -0.539, -4.042)  0.4290
H (5.133, -2.807, -4.955)  0.4376
H (2.559, -2.643, -4.127)  0.4935
H (-1.665, -1.775, 0.661)  0.9194
H (-2.663, -4.264, 0.198)  0.4768
H (-0.630, -6.002, 0.711)  0.4775
H (1.426, -4.507, 1.608)  0.4632
H (0.123, -2.429, 3.793)  0.3936
H (1.815, -3.597, 5.575)  0.4455
H (4.336, -2.973, 4.764)  0.4407
H (4.048, -1.510, 2.464)  0.4011
O (0.957, 1.239, 1.074)  -0.4149
C (0.195, 2.223, 0.656)  1.3276
N (-0.509, 2.138, -0.471)  -0.3554
S (-1.116, 3.687, -0.905)  1.1900
O (-0.415, 4.230, -2.044)  -0.6744
O (-2.562, 3.666, -0.928)  -0.6599
C (-0.538, 4.418, 0.619)  0.0544
C (-0.716, 5.717, 1.089)  -0.8212
C (-0.174, 6.056, 2.338)  -0.5342
C (0.618, 5.133, 3.048)  -0.6566
C (0.793, 3.836, 2.575)  -0.5214
C (0.144, 3.487, 1.381)  0.2835
H (-1.267, 6.447, 0.502)  0.4759
H (-0.299, 7.059, 2.751)  0.4047
H (1.084, 5.414, 3.990)  0.4084
H (1.398, 3.070, 3.058)  0.5423

Computed properties:
E_LUMO = -0.833 eV


From most stable to least stable, the computed energies give *w*, *x*.